(1)
This record from the OMol25 dataset describes C7H12IrO3 as an isolated structure at a distorted geometry. The level of theory is ωB97M-V with the def2-TZVPD basis set.

The calculation puts the LUMO energy (spin up / spin down) at -13.36 / -16.61 eV. For the HOMO-LUMO gap (spin up / spin down), the calculation gives 0.194 / 0.139 Eh. For the max |F|, the calculation gives 0.2699 Eh/bohr. The multiplicity is 5. As for the charge: +3. As for the expectation value of S²: 6.016. The energy relative to the best compared isomer or geometry (same formula, charge and spin) is 25.10 kcal/mol.

Last column: Mulliken charge in e.
Cartesian coordinates (Å):
C1 -0.581 -1.714 1.155  -0.16
C2 0.445 -1.179 1.840  -0.22
H1 -0.541 -1.821 0.068  0.33
H2 -1.410 -2.201 1.672  0.35
H3 1.360 -0.868 1.329  0.32
H4 0.517 -1.289 2.925  0.33
H5 -0.969 -0.014 1.552  -0.15
O1 -0.390 3.176 -4.890  -0.46
C3 0.050 2.811 -3.760  0.57
O2 1.299 2.687 -3.583  -0.53
O3 -0.813 2.604 -2.793  -0.20
C4 -0.311 2.213 -1.510  -0.66
C5 -1.510 2.082 -0.589  -0.30
C6 -1.183 1.924 0.829  0.07
C7 -1.821 1.050 1.702  -0.59
Ir1 1.426 3.178 -5.328  1.36
H6 0.388 2.977 -1.144  0.46
H7 0.219 1.257 -1.604  0.39
H8 -2.236 1.333 -0.933  0.44
H9 -2.053 3.056 -0.562  0.37
H10 -0.346 2.516 1.219  0.45
H11 -1.750 1.287 2.769  0.42
H12 -2.808 0.678 1.410  0.41

=====

(2)
This record from the OMol25 dataset describes an isolated ion of composition C7H12N and charge +1 at a distorted geometry. The level of theory is ωB97M-V with the def2-TZVPD basis set.

The calculation puts the LUMO energy (spin up / spin down) at -5.59 / -5.59 eV. For the HOMO-LUMO gap (spin up / spin down), the calculation gives 0.324 / 0.324 Eh. For the max |F|, the calculation gives 0.0832 Eh/bohr. The multiplicity is 1. As for the charge: +1. The energy relative to the best compared isomer or geometry (same formula, charge and spin) is 66.25 kcal/mol.

Last column: Mulliken charge in e.
Cartesian coordinates (Å):
C1 -1.425 -1.311 0.252  -0.49
C2 -0.057 -1.280 0.574  -0.28
C3 -1.479 1.171 0.230  -0.68
C4 0.071 1.118 0.650  -1.21
C5 -1.812 -0.132 -0.380  -0.25
C6 0.680 -0.048 0.016  1.44
C7 2.197 -0.189 0.195  -2.19
N1 0.218 -0.096 -1.438  -0.51
H1 -2.000 -2.245 0.303  0.44
H2 0.579 -2.028 1.215  0.37
H3 -1.968 1.337 1.178  0.34
H4 -1.835 2.015 -0.291  0.49
H5 0.481 2.014 0.317  0.40
H6 0.286 0.974 1.656  0.53
H7 -2.539 -0.234 -1.109  0.53
H8 2.665 0.641 -0.229  0.52
H9 2.498 -1.050 -0.256  0.50
H10 2.531 -0.047 1.172  0.48
H11 0.223 -1.090 -1.901  0.31
H12 0.685 0.481 -2.152  0.27

=====

(3)
This record from the OMol25 dataset describes an isolated ion of composition C7H12N and charge +1 at a distorted geometry. The level of theory is ωB97M-V with the def2-TZVPD basis set.

The calculation puts the LUMO energy at -3.31 eV. For the HOMO-LUMO gap, the calculation gives 0.350 Eh. For the max |F|, the calculation gives 0.1238 Eh/bohr. Its SMILES is C=C=C(C)[C@@H]1[NH2+][C@H]1C. The multiplicity is 1. As for the charge: +1. The energy relative to the best compared isomer or geometry (same formula, charge and spin) is 90.03 kcal/mol.

Last column: Mulliken charge in e.
Cartesian coordinates (Å):
C1 3.240 -0.997 0.434  -0.73
C2 2.158 -0.441 0.138  -0.13
C3 1.057 0.320 0.041  0.72
C4 1.137 1.792 -0.230  -1.60
C5 -0.182 -0.491 -0.172  -0.12
N1 -1.143 0.169 -1.037  -0.19
C6 -1.600 0.036 0.264  -0.07
C7 -2.649 -0.942 0.748  -1.42
H1 3.646 -1.541 -0.450  0.23
H2 3.662 -1.220 1.337  0.33
H3 1.080 1.795 -1.318  0.45
H4 2.181 2.191 0.106  0.36
H5 0.379 2.409 0.171  0.35
H6 -0.159 -1.531 -0.236  0.55
H7 -0.937 1.152 -1.250  0.34
H8 -1.723 -0.311 -1.864  0.38
H9 -1.465 0.953 0.849  0.40
H10 -3.609 -0.609 0.636  0.45
H11 -2.401 -0.940 1.767  0.36
H12 -2.671 -1.795 0.066  0.33

=====

(4)
This record from the OMol25 dataset describes an isolated ion of composition C7H12N and charge +1 at a distorted geometry. The level of theory is ωB97M-V with the def2-TZVPD basis set.

The calculation puts the LUMO energy at -5.88 eV. For the HOMO-LUMO gap, the calculation gives 0.323 Eh. For the max |F|, the calculation gives 0.1360 Eh/bohr. Its SMILES is CC1=[N+]=C(C)[C@@H](C)C1. The multiplicity is 1. As for the charge: +1. The energy relative to the best compared isomer or geometry (same formula, charge and spin) is 57.50 kcal/mol.

Last column: Mulliken charge in e.
Cartesian coordinates (Å):
C1 3.049 -0.557 0.145  -0.97
C2 1.463 -0.263 0.165  0.62
N1 0.513 -0.983 0.828  -0.59
C3 -0.829 -0.688 0.437  0.40
C4 -1.897 -1.488 0.920  -1.05
C5 -0.719 0.405 -0.579  0.53
C6 -1.579 1.705 -0.293  -1.66
C7 0.854 0.753 -0.745  -0.99
H1 3.628 0.066 0.908  0.33
H2 3.162 -1.536 0.479  0.36
H3 3.113 -0.565 -0.970  0.31
H4 -2.784 -0.868 1.057  0.38
H5 -1.708 -2.003 1.890  0.36
H6 -2.140 -2.209 0.177  0.31
H7 -1.036 -0.207 -1.412  0.37
H8 -1.514 2.081 0.655  0.44
H9 -2.578 1.489 -0.517  0.47
H10 -1.173 2.393 -0.971  0.47
H11 0.995 1.698 -0.407  0.43
H12 1.179 0.776 -1.769  0.48

=====

(5)
This record from the OMol25 dataset describes one molecule with the formula C7H12N2 at a distorted geometry. The level of theory is ωB97M-V with the def2-TZVPD basis set.

The calculation puts the LUMO energy at 1.03 eV. For the HOMO-LUMO gap, the calculation gives 0.344 Eh. For the max |F|, the calculation gives 0.1280 Eh/bohr. Its SMILES is CC[C@H]1N=CNC12CC2. The multiplicity is 1. The energy relative to the best compared isomer or geometry (same formula, charge and spin) is 75.88 kcal/mol.

Last column: Mulliken charge in e.
Cartesian coordinates (Å):
C1 2.013 0.922 0.232  -0.92
C2 0.707 1.479 -0.490  -0.83
C3 -0.177 0.336 -0.865  0.47
N1 0.649 -0.575 -1.732  -0.65
C4 0.267 -1.742 -1.450  -0.15
N2 -0.553 -1.963 -0.244  -0.42
C5 -0.693 -0.601 0.203  0.40
C6 -2.114 0.099 0.573  -0.89
C7 -1.027 -0.211 1.696  -0.66
H1 2.487 0.005 -0.415  0.23
H2 1.894 0.662 1.325  0.21
H3 2.827 1.841 0.095  0.32
H4 0.929 2.052 -1.360  0.46
H5 0.142 1.964 0.284  0.30
H6 -0.973 0.986 -1.424  0.34
H7 0.626 -2.681 -1.985  0.38
H8 -0.130 -2.632 0.381  0.31
H9 -2.279 1.068 0.326  0.34
H10 -3.085 -0.534 0.416  0.25
H11 -0.376 0.636 2.150  0.23
H12 -1.135 -1.111 2.288  0.30

=====

(6)
This record from the OMol25 dataset describes a 2-piece molecular cluster, C7H12N2 overall at a distorted geometry. The level of theory is ωB97M-V with the def2-TZVPD basis set.

The calculation puts the LUMO energy at -0.10 eV. For the HOMO-LUMO gap, the calculation gives 0.291 Eh. For the max |F|, the calculation gives 0.0673 Eh/bohr. The multiplicity is 1. The energy relative to the best compared isomer or geometry (same formula, charge and spin) is 116.30 kcal/mol.

Last column: Mulliken charge in e.
Cartesian coordinates (Å):
C1 -0.549 0.221 -1.536  -0.70
C2 1.248 -1.792 2.064  -1.18
C3 0.197 1.484 -1.858  -0.92
C4 0.484 -0.992 1.052  0.84
C5 -1.392 0.351 0.371  0.39
C6 -0.827 -0.560 1.226  -0.61
C7 -2.214 1.382 0.390  -0.96
N1 1.049 -0.735 -0.133  0.39
N2 2.282 -0.554 -0.314  -1.02
H1 2.449 -0.569 -1.331  0.25
H2 -1.431 -1.004 2.012  0.29
H3 -0.159 -0.675 -2.002  0.37
H4 -1.597 0.260 -1.824  0.45
H5 0.608 -2.087 2.895  0.34
H6 2.085 -1.200 2.443  0.30
H7 1.675 -2.685 1.606  0.32
H8 -2.460 1.896 1.312  0.27
H9 -2.618 1.808 -0.522  0.30
H10 -0.307 2.358 -1.446  0.27
H11 1.216 1.477 -1.463  0.30
H12 0.261 1.616 -2.943  0.30